1.
This record from the OMol25 dataset describes a molecular structure, C19H21NO2. The level of theory is ωB97M-V/def2-TZVPD.

Calculated values
LUMO level: 0.40 eV
Energy relative to the best compared isomer or geometry (same formula, charge and spin): 1688.8 kJ/mol
Charge: 0
E: -25612.480 eV

Each line ends with the Löwdin charge.
Positions of all 43 atoms, in Å:
C (-2.5369, 3.3148, 0.7316)  -0.09
N (-1.6737, 2.2021, 0.1733)  -0.14
C (-2.2627, 0.9231, -0.1959)  -0.24
H (-2.3845, 0.3666, 0.6724)  0.12
C (-1.6768, 0.5336, -1.4859)  -0.05
C (-2.2077, -0.8658, -1.5282)  -0.34
O (-3.3006, -0.9820, -2.0235)  0.12
C (-1.3191, -2.0771, -1.1832)  -0.24
C (-1.5521, -3.2923, -1.7542)  -0.06
C (-0.9940, -4.4877, -1.3172)  0.02
C (0.1740, -4.4526, -0.1925)  0.06
C (0.3718, -3.1193, 0.3252)  0.03
C (-0.5887, -1.9494, -0.1791)  -0.02
H (-0.2102, -1.1891, 0.5098)  0.11
H (0.9542, -3.0722, 1.0622)  0.00
H (0.4825, -5.2404, 0.1967)  -0.01
H (-1.3004, -5.3901, -1.7607)  0.06
H (-2.4070, -3.3559, -2.4047)  0.11
H (-1.6510, 0.9307, -2.2736)  0.01
H (-0.4722, 0.3390, -0.9888)  0.17
H (-3.2626, 1.3862, -0.4992)  0.16
C (-0.4147, 2.1272, 1.3525)  -0.10
C (0.7424, 3.0242, 0.9428)  -0.13
C (1.9883, 2.4749, 1.5212)  -0.43
O (2.8594, 2.9738, 2.0062)  0.20
C (2.3417, 1.1224, 0.6589)  -0.26
C (2.8460, 0.3377, 1.4526)  -0.02
C (3.4817, -1.0809, 0.9439)  0.03
C (3.0199, -1.2258, -0.2281)  -0.18
C (2.3580, -0.3655, -1.1071)  -0.11
C (2.1830, 0.8460, -0.6710)  -0.09
H (1.6393, 1.7010, -1.3845)  0.17
H (2.2244, -0.6175, -2.1744)  0.13
H (3.2160, -2.1599, -0.7929)  0.12
H (3.8018, -1.6483, 1.5941)  0.01
H (3.3800, 0.3636, 2.5571)  0.18
H (0.7379, 3.2947, -0.3676)  0.22
H (0.4473, 3.9613, 1.6356)  0.15
H (-0.7778, 2.2050, 2.2307)  0.03
H (0.0006, 1.1060, 1.1672)  0.09
H (-3.1637, 3.0645, 1.7156)  0.12
H (-3.1788, 3.5929, 0.1768)  -0.07
H (-1.9148, 4.3806, 0.8862)  0.15

***

2.
This record from the OMol25 dataset describes a molecular structure, C57H46CoN7O4P2. The level of theory is ωB97M-V/def2-TZVPD.

Calculated values
LUMO level (alpha / beta): 2.29 / 2.29 eV
Energy relative to the best compared isomer or geometry (same formula, charge and spin): 31.7 kJ/mol
Spin multiplicity: 2
Charge: -1
E: -134684.476 eV

Each line ends with the Löwdin charge.
Positions of all 117 atoms, in Å:
Co (-0.3838, -0.0017, -0.7431)  0.30
C (-1.2352, 1.1336, 2.1937)  -0.23
P (-2.3975, 0.4262, 0.9052)  1.13
C (-3.7732, 1.6524, 1.1041)  -0.33
C (-3.7134, 2.8055, 0.3227)  -0.08
C (-4.6508, 3.8200, 0.4693)  -0.08
C (-5.6732, 3.6904, 1.3977)  -0.11
C (-5.7536, 2.5405, 2.1736)  -0.10
C (-4.8105, 1.5296, 2.0293)  -0.09
C (-3.1779, -1.0461, 1.6532)  -0.37
C (-3.9627, -1.8211, 0.7959)  -0.09
C (-4.5508, -2.9957, 1.2390)  -0.09
C (-4.3557, -3.4177, 2.5503)  -0.10
C (-3.5740, -2.6585, 3.4070)  -0.09
C (-2.9881, -1.4784, 2.9602)  -0.09
C (-0.2121, 1.9533, 1.4542)  -0.39
C (0.4326, 3.1405, 1.7673)  -0.08
C (1.2061, 3.4999, 0.6253)  -0.09
C (0.9833, 2.5120, -0.3217)  -0.43
C (1.2159, 2.4074, -1.8085)  -0.23
P (-0.3211, 1.5248, -2.4043)  1.10
C (0.2162, 1.0365, -4.0902)  -0.31
C (0.7402, -0.2486, -4.2362)  -0.09
C (1.1507, -0.7093, -5.4799)  -0.08
C (1.0577, 0.1127, -6.5948)  -0.10
C (0.5848, 1.4103, -6.4507)  -0.09
C (0.1713, 1.8701, -5.2068)  -0.09
C (-1.4539, 2.9511, -2.6446)  -0.31
C (-1.4035, 4.0561, -1.7925)  -0.10
C (-2.2094, 5.1641, -2.0263)  -0.10
C (-3.0886, 5.1813, -3.0991)  -0.10
C (-3.1838, 4.0647, -3.9197)  -0.08
C (-2.3796, 2.9584, -3.6895)  -0.11
N (0.1481, 1.5711, 0.2040)  -0.08
H (-0.7641, 0.3099, 2.7363)  0.06
H (-1.7884, 1.7517, 2.8993)  0.09
H (-2.9253, 2.9038, -0.4103)  0.07
H (-4.5846, 4.7058, -0.1517)  0.09
H (-6.4107, 4.4763, 1.5117)  0.09
H (-6.5546, 2.4288, 2.8951)  0.09
H (-4.8832, 0.6401, 2.6442)  0.10
H (-4.0979, -1.4964, -0.2319)  0.10
H (-5.1486, -3.5906, 0.5588)  0.10
H (-4.8045, -4.3405, 2.8977)  0.09
H (-3.4016, -2.9931, 4.4232)  0.10
H (-2.3745, -0.8982, 3.6399)  0.10
H (0.3431, 3.6909, 2.6932)  0.08
H (1.8104, 4.3874, 0.4989)  0.08
H (2.0536, 1.7655, -2.0859)  0.06
H (1.3578, 3.3829, -2.2732)  0.09
H (0.8299, -0.8832, -3.3635)  0.08
H (1.5400, -1.7158, -5.5769)  0.10
H (1.3594, -0.2512, -7.5700)  0.10
H (0.5327, 2.0702, -7.3093)  0.10
H (-0.1833, 2.8887, -5.1087)  0.10
H (-0.7416, 4.0576, -0.9341)  0.10
H (-2.1436, 6.0168, -1.3611)  0.10
H (-3.7051, 6.0523, -3.2880)  0.10
H (-3.8908, 4.0522, -4.7405)  0.10
H (-2.4788, 2.0794, -4.3149)  0.09
C (8.6140, -1.7429, 3.3368)  -0.10
O (7.7420, -2.5183, 2.5394)  -0.09
C (6.6477, -3.0415, 3.1708)  -0.30
C (6.5232, -3.1559, 4.5444)  -0.03
C (5.3669, -3.7124, 5.0864)  -0.04
C (4.3000, -4.0973, 4.2905)  -0.30
C (4.4602, -4.0107, 2.8996)  -0.02
C (5.6229, -3.5098, 2.3529)  -0.01
N (3.1743, -4.6667, 4.9526)  0.03
N (2.0012, -4.6635, 4.4893)  0.04
C (1.4520, -3.7051, 3.6344)  -0.27
C (0.4016, -4.1776, 2.8518)  -0.03
C (-0.2132, -3.4200, 1.8762)  -0.01
C (0.1783, -2.0937, 1.6045)  -0.36
O (-0.4188, -1.4278, 0.7232)  -0.14
C (1.2327, -1.5406, 2.4567)  -0.14
N (1.5824, -0.2584, 2.2294)  0.14
C (2.4057, 0.3394, 3.0537)  -0.13
C (2.8743, -0.2764, 4.2280)  -0.05
C (2.5529, -1.5879, 4.4551)  -0.02
C (1.7807, -2.3049, 3.5157)  -0.10
H (9.3152, -1.2678, 2.6557)  0.09
H (9.1721, -2.3601, 4.0464)  0.09
H (8.0662, -0.9732, 3.8875)  0.10
H (7.3121, -2.8216, 5.2042)  0.10
H (5.2717, -3.8321, 6.1598)  0.11
H (3.6613, -4.3561, 2.2558)  0.11
H (5.7674, -3.4613, 1.2804)  0.11
H (0.1078, -5.2125, 2.9967)  0.11
H (-1.0006, -3.8377, 1.2618)  0.11
H (2.6745, 1.3640, 2.8039)  0.11
H (3.4631, 0.2846, 4.9441)  0.10
H (2.8619, -2.0685, 5.3721)  0.11
O (-2.6250, 0.1607, -3.0518)  0.02
C (-2.3057, -0.9849, -2.7839)  -0.44
N (-1.3187, -1.3975, -1.9155)  0.08
C (-1.2437, -2.7809, -1.9866)  -0.40
O (-0.4662, -3.5240, -1.4213)  0.05
C (-2.2998, -3.2850, -2.9415)  -0.09
C (-2.5974, -4.5564, -3.3787)  -0.01
C (-3.6072, -4.6851, -4.3319)  -0.08
C (-4.2777, -3.5644, -4.8186)  -0.08
C (-3.9546, -2.2843, -4.3662)  -0.01
C (-2.9551, -2.1825, -3.4252)  -0.09
H (-2.0580, -5.4166, -3.0010)  0.12
H (-3.8730, -5.6660, -4.7075)  0.10
H (-5.0517, -3.6901, -5.5664)  0.10
H (-4.4624, -1.4033, -4.7402)  0.12
N (3.3697, -2.1647, -0.3159)  0.08
C (3.9335, -0.9270, -0.0913)  -0.10
C (2.9958, -0.0333, -0.4952)  -0.14
N (1.8767, -0.6933, -0.9758)  0.06
C (2.1398, -1.9730, -0.8400)  -0.17
H (3.7687, -3.0542, -0.0796)  0.13
H (4.8972, -0.7998, 0.3715)  0.10
H (3.0446, 1.0414, -0.4375)  0.09
H (1.4637, -2.7766, -1.0891)  0.11

***

3.
This record from the OMol25 dataset describes a molecular structure, C7H6S. The level of theory is ωB97M-V/def2-TZVPD.

Calculated values
LUMO level: 0.82 eV
Energy relative to the best compared isomer or geometry (same formula, charge and spin): 178.6 kJ/mol
Charge: 0
E: -18188.939 eV

Each line ends with the Löwdin charge.
Positions of all 14 atoms, in Å:
C (-1.5145, 1.1256, 0.1744)  -0.50
C (-0.2207, -0.5369, -0.0680)  -0.58
C (0.7263, -1.4467, 0.1376)  -0.07
C (2.0166, -0.8415, 0.1023)  -0.12
C (2.3138, 0.4656, -0.0672)  -0.12
C (1.2314, 1.3616, -0.0372)  -0.02
C (-0.0877, 0.8458, -0.0404)  -0.31
H (-1.9383, 1.4199, 1.2880)  0.14
H (-1.9839, 2.0099, -0.4901)  0.13
H (0.4063, -2.5875, 0.1951)  0.16
H (2.8627, -1.4962, 0.0383)  0.09
H (3.4208, 0.6315, -0.4179)  0.15
H (1.5601, 2.4316, 0.0182)  0.12
S (-1.9449, -0.5156, -0.1150)  0.95

***

4.
This record from the OMol25 dataset describes a molecular structure, C18H21ClLuN2O3. The level of theory is ωB97M-V/def2-TZVPD.

Calculated values
LUMO level: 2.20 eV
Energy relative to the best compared isomer or geometry (same formula, charge and spin): 156.1 kJ/mol
Charge: -1
E: -74276.821 eV

Each line ends with the Löwdin charge.
Positions of all 46 atoms, in Å:
C (0.8722, -1.8819, 0.8090)  -0.22
C (0.9401, -1.9002, -0.6191)  -0.16
C (-0.4000, -1.9235, -1.1257)  -0.19
H (1.8437, -2.1012, -1.2053)  0.11
C (-1.3001, -1.9615, -0.0055)  -0.26
C (-0.4971, -2.0015, 1.1915)  -0.26
H (-0.8516, -2.2398, 2.1946)  0.10
H (1.7160, -1.9425, 1.4959)  0.11
H (-0.6785, -2.1537, -2.1582)  0.11
H (-2.3833, -2.1016, -0.0362)  0.10
Lu (-0.4591, 0.2880, 0.3112)  1.43
Cl (1.3710, 1.6062, 1.1468)  -0.17
C (0.1061, 2.9049, -4.6537)  -0.24
C (-1.1261, 2.2633, -4.9973)  -0.24
C (-0.8147, 1.0268, -5.6470)  -0.24
H (-2.1282, 2.6616, -4.8253)  0.04
C (0.6095, 0.9045, -5.7056)  -0.24
C (1.1789, 2.0649, -5.0920)  -0.23
H (2.2452, 2.2842, -5.0040)  0.04
H (0.2110, 3.8793, -4.1721)  0.04
H (-1.5355, 0.3165, -6.0579)  0.04
H (1.1645, 0.0851, -6.1681)  0.04
C (-5.2759, -0.8277, 2.5943)  -0.07
C (-5.3351, 0.6911, 2.4900)  -0.18
C (-3.9937, 1.3774, 2.7541)  -0.29
C (-4.0727, 2.9171, 2.8465)  -0.17
C (-4.7414, 3.6491, 1.6976)  -0.09
C (-3.4945, 0.9407, 4.1592)  -0.37
O (-4.2195, 1.0966, 5.1425)  0.07
N (-2.2187, 0.4385, 4.3782)  0.21
C (-1.3435, 0.1018, 3.3698)  -0.52
O (-0.2609, -0.4636, 3.5102)  0.03
N (-1.7866, 0.4612, 2.0992)  -0.02
C (-2.9582, 0.9839, 1.6872)  -0.41
O (-2.9893, 1.1304, 0.4169)  -0.05
H (-4.6350, -1.2718, 1.8198)  0.08
H (-6.2894, -1.2346, 2.4807)  0.08
H (-4.9024, -1.1309, 3.5829)  0.08
H (-5.7157, 0.9945, 1.5095)  0.12
H (-6.0296, 1.0792, 3.2429)  0.13
H (-4.6103, 3.1553, 3.7737)  0.12
H (-3.0431, 3.2941, 2.9690)  0.14
H (-5.7895, 3.3501, 1.5694)  0.08
H (-4.7342, 4.7232, 1.9197)  0.08
H (-4.2035, 3.5041, 0.7540)  0.08
H (-1.9411, 0.1833, 5.3161)  0.17

***

What did the third record say?
This record from the OMol25 dataset describes a molecular structure, C7H6S. The level of theory is ωB97M-V/def2-TZVPD.

Calculated values
LUMO level: 0.82 eV
Energy relative to the best compared isomer or geometry (same formula, charge and spin): 178.6 kJ/mol
Charge: 0
E: -18188.939 eV

Each line ends with the Löwdin charge.
Positions of all 14 atoms, in Å:
C (-1.5145, 1.1256, 0.1744)  -0.50
C (-0.2207, -0.5369, -0.0680)  -0.58
C (0.7263, -1.4467, 0.1376)  -0.07
C (2.0166, -0.8415, 0.1023)  -0.12
C (2.3138, 0.4656, -0.0672)  -0.12
C (1.2314, 1.3616, -0.0372)  -0.02
C (-0.0877, 0.8458, -0.0404)  -0.31
H (-1.9383, 1.4199, 1.2880)  0.14
H (-1.9839, 2.0099, -0.4901)  0.13
H (0.4063, -2.5875, 0.1951)  0.16
H (2.8627, -1.4962, 0.0383)  0.09
H (3.4208, 0.6315, -0.4179)  0.15
H (1.5601, 2.4316, 0.0182)  0.12
S (-1.9449, -0.5156, -0.1150)  0.95

***

What did the third record say?
This record from the OMol25 dataset describes a molecular structure, C7H6S. The level of theory is ωB97M-V/def2-TZVPD.

Calculated values
LUMO level: 0.82 eV
Energy relative to the best compared isomer or geometry (same formula, charge and spin): 178.6 kJ/mol
Charge: 0
E: -18188.939 eV

Each line ends with the Löwdin charge.
Positions of all 14 atoms, in Å:
C (-1.5145, 1.1256, 0.1744)  -0.50
C (-0.2207, -0.5369, -0.0680)  -0.58
C (0.7263, -1.4467, 0.1376)  -0.07
C (2.0166, -0.8415, 0.1023)  -0.12
C (2.3138, 0.4656, -0.0672)  -0.12
C (1.2314, 1.3616, -0.0372)  -0.02
C (-0.0877, 0.8458, -0.0404)  -0.31
H (-1.9383, 1.4199, 1.2880)  0.14
H (-1.9839, 2.0099, -0.4901)  0.13
H (0.4063, -2.5875, 0.1951)  0.16
H (2.8627, -1.4962, 0.0383)  0.09
H (3.4208, 0.6315, -0.4179)  0.15
H (1.5601, 2.4316, 0.0182)  0.12
S (-1.9449, -0.5156, -0.1150)  0.95